[1]
Below is a 2-piece molecular cluster, C5H12NS overall at a distorted geometry, with properties calculated with wB97M-V/def2-TZVPD.

Properties
Kohn-Sham gap   5.00 eV

Geometry as ORCA input:
```
! wB97M-V def2-TZVPD RIJCOSX def2/J DEFGRID3
* xyz 1 1
C -2.70 -1.14 0.47
C 2.62 -0.63 -0.09
C -1.00 0.76 -0.91
C 1.85 -0.92 0.97
C -2.00 1.79 -0.40
N 3.80 0.09 -0.24
S -1.15 -0.91 -0.52
H -2.60 -2.19 0.63
H -3.66 -0.89 -0.13
H 2.38 -1.19 -0.99
H -0.49 0.94 -1.83
H -2.45 -0.58 1.35
H 2.39 -0.57 1.90
H 0.95 -1.45 0.80
H -1.35 2.64 -0.17
H -2.54 1.43 0.47
H -2.64 2.20 -1.13
H 4.67 -0.15 -0.69
H 3.93 0.77 0.52
*
```


[2]
Below is a 2-piece molecular cluster, C5H12NS overall at a distorted geometry, with properties calculated with wB97M-V/def2-TZVPD.

Properties
Kohn-Sham gap   7.73 eV

Geometry as ORCA input:
```
! wB97M-V def2-TZVPD RIJCOSX def2/J DEFGRID3
* xyz 1 1
C -0.96 -0.42 1.95
C -1.67 0.71 2.47
C 1.89 -0.56 -1.72
C 0.44 1.34 -1.66
C -0.37 -0.76 -0.92
N 0.52 -0.03 -1.50
S -0.69 -1.60 2.99
H -1.73 1.56 1.71
H -1.30 1.14 3.44
H -2.72 0.26 2.47
H 2.36 -0.55 -0.82
H 1.72 -1.57 -2.02
H 2.51 -0.04 -2.49
H 1.48 1.82 -1.87
H -0.25 1.70 -2.44
H 0.10 1.67 -0.69
H -1.29 -0.31 -0.54
H -0.24 -1.85 -0.73
H 0.19 -2.49 2.38
*
```


[3]
Below is a 2-piece molecular cluster, C5H12O overall at a distorted geometry, with properties calculated with wB97M-V/def2-TZVPD.

Properties
<S²>   0.750
Kohn-Sham gap (spin up / spin down)   2.41 / 9.30 eV

Geometry as ORCA input:
```
! wB97M-V def2-TZVPD RIJCOSX def2/J DEFGRID3
* xyz -1 2
C -1.98 -0.83 1.09
C -0.48 -0.62 0.86
C 0.24 0.32 1.45
C 1.71 0.36 1.21
C 0.22 -1.75 0.10
H -2.25 -1.87 1.20
H -2.44 -0.60 0.10
H -2.53 -0.10 1.65
H -0.20 1.21 1.89
H 2.05 1.41 1.09
H 2.27 0.11 2.14
H 2.11 -0.16 0.36
H 1.15 -1.46 -0.32
H -0.40 -2.04 -0.82
H 0.26 -2.72 0.63
H 0.37 1.91 -4.47
H 0.80 2.54 -3.18
O 0.02 2.10 -3.58
*
```


[4]
Below is a 3-piece molecular cluster, C5H12O overall, with properties calculated with wB97M-V/def2-TZVPD.

Properties
SMILES string   C=CC.C=O.C
Kohn-Sham gap   10.77 eV

Geometry as ORCA input:
```
! wB97M-V def2-TZVPD RIJCOSX def2/J DEFGRID3
* xyz 0 1
C 1.12 0.44 -1.19
C 0.32 -0.54 -1.61
C 0.15 -1.84 -0.90
H 1.34 1.31 -1.79
H 1.61 0.37 -0.22
H -0.19 -0.44 -2.57
H 0.52 -1.78 0.13
H -0.89 -2.20 -0.87
H 0.75 -2.59 -1.43
C -1.94 0.54 -0.15
O -2.07 -0.33 0.65
H -2.35 0.47 -1.18
H -1.40 1.49 0.07
C 0.60 1.02 2.21
H 0.45 1.43 3.21
H 0.69 1.84 1.49
H 1.53 0.43 2.19
H -0.24 0.38 1.95
*
```


[5]
Below is a 2-piece molecular cluster, C5H12O overall at a distorted geometry, with properties calculated with wB97M-V/def2-TZVPD.

Properties
SMILES string   C/C=C/CC.O
Kohn-Sham gap   10.02 eV

Geometry as ORCA input:
```
! wB97M-V def2-TZVPD RIJCOSX def2/J DEFGRID3
* xyz 0 1
C -1.83 2.23 0.32
C -0.57 1.32 0.11
C -0.28 0.60 -1.02
C 0.85 -0.33 -1.40
C 1.31 -1.33 -0.49
H -2.50 2.16 -0.55
H -1.34 3.24 0.51
H -2.35 2.16 1.27
H 0.11 1.30 0.97
H -1.18 0.62 -1.64
H 0.56 -0.82 -2.39
H 1.76 0.35 -1.72
H 1.72 -2.19 -0.91
H 0.54 -1.66 0.28
H 2.18 -0.88 0.06
O 0.55 -2.14 2.54
H 0.92 -2.34 1.68
H -0.44 -2.29 2.39
*
```


[6]
Below is C5H12O in the gas phase, with properties calculated with wB97M-V/def2-TZVPD.

Properties
SMILES string   CC(C)(C)CO
Kohn-Sham gap   11.13 eV

Geometry as ORCA input:
```
! wB97M-V def2-TZVPD RIJCOSX def2/J DEFGRID3
* xyz 0 1
C 1.41 -0.08 0.66
C -0.04 0.06 0.18
C -0.69 1.34 0.76
C -0.84 -1.18 0.61
C -0.05 0.17 -1.35
O 0.58 -0.97 -1.90
H 1.98 0.83 0.44
H 1.91 -0.91 0.16
H 1.45 -0.24 1.74
H 0.06 2.05 1.10
H -1.31 1.85 0.01
H -1.33 1.10 1.61
H -0.90 -1.23 1.71
H -1.86 -1.16 0.22
H -0.36 -2.10 0.26
H -1.10 0.24 -1.69
H 0.46 1.10 -1.65
H 0.63 -0.86 -2.86
*
```


[7]
Below is C5H12O in the gas phase at a distorted geometry, with properties calculated with wB97M-V/def2-TZVPD.

Properties
SMILES string   CCCOCC
Kohn-Sham gap   10.83 eV

Geometry as ORCA input:
```
! wB97M-V def2-TZVPD RIJCOSX def2/J DEFGRID3
* xyz 0 1
C 2.49 -0.58 -0.17
C 1.64 0.50 0.55
C 0.43 0.81 -0.30
O -0.37 -0.37 -0.50
C -1.42 -0.54 0.44
C -2.70 0.14 -0.06
H 1.89 -1.46 -0.38
H 2.80 -0.19 -1.14
H 3.41 -0.83 0.40
H 1.33 0.15 1.54
H 2.23 1.42 0.69
H -0.19 1.61 0.15
H 0.73 1.16 -1.29
H -1.10 -0.21 1.44
H -1.59 -1.64 0.54
H -3.56 -0.02 0.60
H -2.95 -0.27 -1.09
H -2.62 1.25 -0.17
*
```


[8]
Below is C5H12O in the gas phase, with properties calculated with wB97M-V/def2-TZVPD.

Properties
SMILES string   CC(C)CCO
Kohn-Sham gap   11.20 eV

Geometry as ORCA input:
```
! wB97M-V def2-TZVPD RIJCOSX def2/J DEFGRID3
* xyz 0 1
C 0.14 -0.55 -1.64
C 0.66 0.08 -0.35
C 2.07 -0.42 -0.02
C -0.30 -0.15 0.82
C -1.59 0.66 0.68
O -2.12 0.88 1.98
H -0.87 -0.21 -1.89
H 0.11 -1.64 -1.55
H 0.79 -0.30 -2.49
H 0.73 1.17 -0.50
H 2.08 -1.52 0.08
H 2.43 0.00 0.92
H 2.78 -0.15 -0.81
H -0.53 -1.22 0.91
H 0.17 0.15 1.76
H -2.32 0.13 0.05
H -1.36 1.61 0.19
H -2.88 1.48 1.88
*
```


[9]
Below is a 2-piece molecular cluster, C5H12O overall, with properties calculated with wB97M-V/def2-TZVPD.

Properties
SMILES string   C=CC.CCO
Kohn-Sham gap   10.78 eV

Geometry as ORCA input:
```
! wB97M-V def2-TZVPD RIJCOSX def2/J DEFGRID3
* xyz 0 1
C 1.08 -0.77 1.68
C 0.13 -1.35 0.96
C 0.36 -2.43 -0.05
H 0.84 -0.03 2.45
H 2.12 -1.04 1.56
H -0.91 -1.05 1.10
H 0.00 -3.36 0.40
H 1.43 -2.54 -0.27
H -0.17 -2.27 -0.99
C -0.56 2.58 -0.75
C -0.90 1.11 -0.90
O 0.31 0.37 -1.01
H 0.05 2.87 -1.60
H 0.01 2.69 0.17
H -1.49 3.16 -0.71
H -1.54 0.80 -0.06
H -1.47 0.97 -1.83
H 0.70 0.31 -0.14
*
```


[10]
Below is C5H12O in the gas phase, with properties calculated with wB97M-V/def2-TZVPD.

Properties
Kohn-Sham gap   7.22 eV

Geometry as ORCA input:
```
! wB97M-V def2-TZVPD RIJCOSX def2/J DEFGRID3
* xyz 0 1
C -0.75 1.58 0.49
O -0.50 0.56 -0.52
C 0.28 -0.89 -0.18
C 0.38 0.84 -1.65
C 1.15 -0.56 0.99
C -0.84 -1.83 0.10
H -1.19 2.46 0.01
H 0.18 1.85 1.01
H -1.46 1.19 1.23
H 0.16 1.86 -1.96
H 1.44 0.71 -1.42
H 0.14 0.12 -2.43
H 1.87 0.25 0.78
H 0.67 -0.34 1.96
H 1.76 -1.46 1.12
H -1.44 -1.64 1.01
H -1.51 -1.92 -0.76
H -0.34 -2.80 0.22
*
```


[11]
Below is C5H12O in the gas phase, with properties calculated with wB97M-V/def2-TZVPD.

Properties
SMILES string   CC(C)CCO
Kohn-Sham gap   11.14 eV

Geometry as ORCA input:
```
! wB97M-V def2-TZVPD RIJCOSX def2/J DEFGRID3
* xyz 0 1
C 0.48 -0.28 -1.89
C -0.27 0.36 -0.72
C -0.07 1.88 -0.69
C 0.10 -0.31 0.60
C -0.58 -1.68 0.76
O -1.23 -1.74 2.02
H 0.42 -1.37 -1.87
H 1.55 -0.01 -1.85
H 0.09 0.05 -2.86
H -1.35 0.19 -0.88
H 1.00 2.14 -0.69
H -0.52 2.31 0.21
H -0.53 2.35 -1.56
H 1.20 -0.42 0.67
H -0.20 0.31 1.45
H 0.14 -2.50 0.65
H -1.33 -1.79 -0.05
H -1.82 -2.50 1.99
*
```


[12]
Below is C5H12O in the gas phase, with properties calculated with wB97M-V/def2-TZVPD.

Properties
SMILES string   CCCCOC
Kohn-Sham gap   10.75 eV

Geometry as ORCA input:
```
! wB97M-V def2-TZVPD RIJCOSX def2/J DEFGRID3
* xyz 0 1
C 1.10 -0.88 -1.58
C -0.27 -0.51 -1.01
C -0.59 -1.14 0.35
C -0.94 -0.09 1.39
O 0.12 0.82 1.65
C 0.37 1.91 0.79
H 1.85 -0.89 -0.79
H 1.43 -0.17 -2.34
H 1.08 -1.88 -2.03
H -1.06 -0.73 -1.74
H -0.31 0.56 -0.89
H -1.41 -1.86 0.27
H 0.27 -1.70 0.73
H -1.87 0.43 1.10
H -1.13 -0.59 2.35
H 1.05 2.55 1.35
H -0.55 2.47 0.57
H 0.88 1.71 -0.17
*
```


[13]
Below is C5H12O in the gas phase at a distorted geometry, with properties calculated with wB97M-V/def2-TZVPD.

Properties
SMILES string   CCCOCC
Kohn-Sham gap   10.79 eV

Geometry as ORCA input:
```
! wB97M-V def2-TZVPD RIJCOSX def2/J DEFGRID3
* xyz 0 1
C 2.35 -0.64 -0.07
C 1.53 0.60 0.37
C 0.35 0.71 -0.58
O -0.34 -0.48 -0.83
C -1.37 -0.74 0.15
C -2.59 0.20 0.05
H 1.71 -1.51 -0.12
H 2.83 -0.49 -1.07
H 3.10 -0.92 0.65
H 1.19 0.39 1.38
H 2.10 1.55 0.38
H -0.35 1.47 -0.19
H 0.77 1.06 -1.54
H -0.88 -0.64 1.17
H -1.59 -1.80 0.07
H -3.30 -0.05 0.87
H -3.23 0.06 -0.89
H -2.30 1.24 0.18
*
```


Per-record E, Eh: -650.2795; -650.2480; -272.8514; -272.8786; -272.8720; -272.9399; -272.9215; -272.9377; -272.8972; -272.7668; -272.9338; -272.9078; -272.9126
Per-record relative energy (zero: lowest compared OMol25 entry of this formula, charge and spin), eV: 3.681; 4.536; 0.778; 1.907; 2.086; 0.238; 0.738; 0.299; 1.402; 4.949; 0.403; 1.111; 0.980
Per-record M, g/mol: 118.2; 118.2; 88.1; 88.1; 88.1; 88.1; 88.1; 88.1; 88.1; 88.1; 88.1; 88.1; 88.1